C19H43CeP3SSe | wB97M-V/def2-TZVPD

Results
DFT total energy in a.u.: -5047.52592
Multiplicity: 2
Charge: +3

```
68
C19H43CeP3SSe wB97M-V/def2-TZVPD
Ce 0.06990 -0.01902 -0.45564
P -2.86410 -0.13595 -0.74844
P 0.16290 -2.93366 -0.41944
P -0.03257 2.85480 -0.51200
H 2.16794 -0.90182 -2.51503
C 2.23384 0.05804 -1.97391
C 2.66805 0.12320 -0.65074
H 2.95549 -0.77053 -0.07940
C -3.27583 -0.16537 -2.53914
C -3.69770 -1.61189 -0.04810
C -3.79056 1.30406 -0.08776
C 1.87881 -3.58113 -0.40931
C -0.66246 -4.01473 0.81711
C -0.50701 -3.54674 -2.02161
C 1.61210 3.66106 -0.51792
C -0.94046 3.80050 0.76847
C -0.78730 3.38346 -2.09751
H 2.13970 0.96547 -2.60685
H 2.91619 1.07018 -0.15472
H -4.34438 -0.23026 -2.76163
H -2.76189 -1.03272 -2.97714
H -2.87145 0.75756 -2.97938
H -4.77582 -1.65249 -0.22388
H -3.51311 -1.60602 1.04157
H -3.22628 -2.51247 -0.48359
H -4.87418 1.24112 -0.21227
H -3.42072 2.21599 -0.59402
H -3.55594 1.37844 0.99026
H 1.92430 -4.57894 -0.86465
H 2.24425 -3.64899 0.62614
H 2.53822 -2.89861 -0.96102
H -0.76581 -5.05238 0.47363
H -1.66320 -3.61547 1.03806
H -0.07656 -4.00220 1.74794
H -0.25234 -4.60430 -2.16493
H -0.08256 -2.95541 -2.84584
H -1.60116 -3.43566 -2.05612
H 1.54465 4.67502 -0.93087
H 2.31502 3.06821 -1.11524
H 2.00472 3.72243 0.50775
H -0.95205 4.87521 0.54652
H -0.46496 3.64214 1.75021
H -1.98234 3.44850 0.84346
H -0.60162 4.45134 -2.26222
H -1.87210 3.20400 -2.08928
H -0.36224 2.79882 -2.92997
C 1.28745 0.14480 -5.58368
C 2.59572 -0.15477 -5.18941
C 3.65109 -0.09085 -6.10640
C 3.39116 0.18645 -7.46496
C 2.05597 0.37628 -7.89111
C 1.00258 0.34174 -6.96064
Se -0.13837 0.32845 -4.26605
H 0.55185 0.09760 -2.87784
H 2.79606 -0.40723 -4.14391
H 4.68057 -0.26204 -5.75538
H 4.20961 0.24250 -8.17585
H 1.82907 0.55076 -8.94864
H -0.03818 0.47945 -7.27973
C -1.32826 -0.11468 3.87298
S -0.48039 0.62263 2.41430
C 1.08055 1.07750 3.23721
H -2.15239 -0.75436 3.54947
H -1.72048 0.69145 4.51095
H -0.59286 -0.71193 4.42833
H 0.88902 2.03603 3.74479
H 1.28958 0.27325 3.96185
H 1.92783 1.19190 2.54358
```



C7H14 | wB97M-V/def2-TZVPD

Results
Relative energy (zero: lowest compared OMol25 entry of this formula, charge and spin) in kcal per mole: 62.2
Multiplicity: 1

```
21
C7H14 wB97M-V/def2-TZVPD
C 2.30582 1.16918 2.09582
C 1.18420 0.42016 1.32471
C 0.91092 0.99722 -0.07190
C 0.30227 -0.02713 -1.01275
C -0.86938 -1.11262 -0.48021
C -2.29061 -0.77852 -0.85513
C -2.93194 -1.36716 -1.82310
H 1.69386 1.52349 2.95595
H 3.14776 0.47229 2.41990
H 2.73063 2.03814 1.60169
H 0.16188 0.54293 1.99336
H 1.51384 -0.59942 1.08336
H 1.83440 1.43874 -0.63361
H 0.24485 1.96811 -0.18749
H -0.29083 0.38881 -1.89932
H 1.07625 -0.56076 -1.48993
H -0.58582 -2.22014 -0.71814
H -0.86408 -1.09162 0.57940
H -2.80310 -0.07102 -0.24281
H -2.57541 -2.16547 -2.47069
H -3.89550 -0.96520 -2.16910
```



C5H6 | wB97M-V/def2-TZVPD

Results
Relative energy (zero: lowest compared OMol25 entry of this formula, charge and spin) in kcal per mole: 56.5
Multiplicity: 1

```
11
C5H6 wB97M-V/def2-TZVPD
C 1.05782 0.44736 -1.54452
C 0.27393 0.57856 -0.22491
C -0.59450 -0.43310 0.08186
C -1.19910 -0.52094 1.37695
C -1.33961 -0.81221 2.62279
H 0.69158 -0.42250 -2.11891
H 0.80447 1.37409 -2.27655
H 2.21030 0.55076 -1.37945
H 0.46080 1.27066 0.58913
H -0.82485 -1.13706 -0.78436
H -1.54084 -0.89563 3.65797
```



C3H6ClNO | wB97M-V/def2-TZVPD

Results
Relative energy (zero: lowest compared OMol25 entry of this formula, charge and spin) in kcal per mole: 76.7
Multiplicity: 1

```
12
C3H6ClNO wB97M-V/def2-TZVPD
C 0.48240 -0.52809 1.20764
C 0.33078 0.26112 -1.21053
C -0.44432 -0.16486 0.02755
N -1.34469 0.87118 0.54427
O -1.12605 1.99765 0.17985
Cl -1.48469 -1.63417 -0.13733
H -0.00941 -0.70955 2.25586
H 1.15354 0.38259 1.28971
H 1.03163 -1.36380 0.72226
H -0.45942 0.02657 -2.03184
H 0.67755 1.30839 -1.37483
H 1.19269 -0.44702 -1.47261
```



C24H19AsBaO4 | wB97M-V/def2-TZVPD

Results
Relative energy (zero: lowest compared OMol25 entry of this formula, charge and spin) in kcal per mole: 0.0
Multiplicity: 1
Charge: +2

```
49
C24H19AsBaO4 wB97M-V/def2-TZVPD
Ba -0.10839 0.70087 -0.60300
O 3.62861 -0.80177 -0.65648
C 2.51894 -0.53213 -0.52424
C -2.52054 0.28261 0.80929
O -3.53010 0.19766 1.33602
C -0.77295 -1.84022 -1.83810
O -1.00061 -2.79808 -2.42571
C 0.70441 1.93653 1.78652
O 1.02580 2.51605 2.73392
C 0.01834 3.39944 -3.42339
H 0.79578 4.04843 -3.07480
H 0.29692 2.81314 -4.27557
C -1.26831 3.58353 -3.07608
H -2.07380 3.15144 -3.63391
H -1.57161 4.38526 -2.43475
C 4.58610 -3.64184 3.31266
C 4.22162 -3.69085 1.95407
C 2.95377 -3.22528 1.55370
C 2.06398 -2.70704 2.52034
C 2.37505 -2.82195 3.88295
C 3.66135 -3.22490 4.27442
As 0.33229 -1.98756 1.87223
C -0.57284 -3.74288 1.65724
C -1.89059 -3.69535 1.15001
C -2.45568 -4.80704 0.51324
C -1.69157 -5.99394 0.42693
C -0.39489 -6.07822 0.97545
C 0.11710 -4.96567 1.66392
C -0.30685 -1.47395 3.67550
C -1.39661 -2.02431 4.34997
C -1.91946 -1.38926 5.48492
C -1.26958 -0.24997 5.98161
C -0.10767 0.27877 5.36522
C 0.39554 -0.38636 4.23209
H 5.59582 -3.93544 3.59970
H 4.90415 -4.10938 1.21643
H 2.63852 -3.33039 0.51665
H 1.64687 -2.64522 4.68748
H 3.94168 -3.23316 5.33580
H -2.46641 -2.76068 1.21449
H -3.46526 -4.74550 0.08063
H -2.09765 -6.83439 -0.12813
H 0.19460 -6.99672 0.85688
H 1.09310 -5.09894 2.16229
H -1.89309 -2.96343 4.04043
H -2.82481 -1.76362 5.99380
H -1.66769 0.28569 6.84160
H 0.40498 1.16197 5.74871
H 1.34875 -0.08861 3.78519
```



C4H12NO2 | wB97M-V/def2-TZVPD

Results
Relative energy (zero: lowest compared OMol25 entry of this formula, charge and spin) in kcal per mole: 6.5
Multiplicity: 1
Charge: -1

```
19
C4H12NO2 wB97M-V/def2-TZVPD
C -0.14742 -0.27128 -0.96393
N 0.15923 -1.38574 -0.06312
C 1.62991 -1.65124 -0.06770
O 2.38057 -0.69499 0.51073
C -1.57035 0.26441 -0.75863
C -1.69994 1.74880 -0.41825
H 0.56425 0.55267 -0.78438
H -0.00074 -0.66618 -1.97113
H -0.01043 -1.06879 0.88841
H 1.76202 -2.63566 0.42418
H 1.86280 -1.82349 -1.14423
H -1.96736 -0.31653 0.07822
H -2.20617 0.06665 -1.62382
H -1.47219 2.45599 -1.21867
H -2.75236 1.91579 -0.16860
H -1.09046 1.96813 0.45980
H 1.10943 1.18542 2.49117
H 1.82016 -0.03153 1.68908
O 1.62905 0.38755 2.64088
```



C4H11NO3 | wB97M-V/def2-TZVPD

Results
Relative energy (zero: lowest compared OMol25 entry of this formula, charge and spin) in kcal per mole: 21.0
Multiplicity: 1
Charge: -2

```
19
C4H11NO3 wB97M-V/def2-TZVPD
C 0.03855 0.84086 -0.53113
C -1.19508 1.02139 0.36457
C -0.91607 1.21186 1.90840
O -1.15211 2.46700 2.36698
N 0.29922 -0.53022 -0.95131
C 1.65451 -0.79383 -1.61614
O 1.57375 -1.15813 -2.89597
H 0.90048 1.26688 -0.01208
H -0.09197 1.49646 -1.41306
H -1.76565 1.89960 0.06125
H -1.87497 0.16992 0.27000
H -1.57799 0.44646 2.41110
H 0.13537 0.88472 2.09600
H -0.38491 -0.78349 -1.65529
H 2.11712 -1.60211 -0.99670
H 2.22170 0.15199 -1.43353
H -0.31319 -2.06331 1.32176
H 0.24334 -2.18647 -0.05255
O 0.08788 -2.73959 0.75771
```



C40H39N2O7PS5SbY | wB97M-V/def2-TZVPD

Results
Relative energy (zero: lowest compared OMol25 entry of this formula, charge and spin) in kcal per mole: 18.0
Multiplicity: 1
Charge: -2

```
96
C40H39N2O7PS5SbY wB97M-V/def2-TZVPD
Y -0.98620 0.12432 0.83778
S -1.98632 6.63581 -1.46345
Sb -2.86680 5.45869 0.29272
S -0.14510 2.59063 -0.03061
S -2.17769 2.25592 -0.34587
S -5.16102 5.53573 0.14746
O 0.34668 -0.12496 -1.10771
P 0.76493 0.97584 -2.08153
C 2.30779 1.87341 -1.74546
C 2.98328 2.51868 -2.77889
C 4.18917 3.16001 -2.53526
C 4.74536 3.13589 -1.26435
C 4.08052 2.48424 -0.23422
C 2.86310 1.86364 -0.46966
C -0.41317 1.94513 -3.03061
C -0.36206 3.33379 -3.10651
C -1.35091 4.02216 -3.78796
C -2.39626 3.32556 -4.38343
C -2.45507 1.94412 -4.29685
C -1.46441 1.24994 -3.61786
C 1.40068 -0.13408 -3.44989
C 1.41481 0.22379 -4.79546
C 1.91688 -0.64038 -5.76187
C 2.41621 -1.88227 -5.39768
C 2.40427 -2.25650 -4.05946
C 1.89805 -1.39039 -3.10129
H 2.56117 2.53287 -3.77580
H 4.69460 3.67735 -3.34163
H 5.68814 3.63463 -1.07438
H 4.49624 2.48244 0.76608
H 2.30982 1.40868 0.34136
H 0.39896 3.88071 -2.56501
H -1.34928 5.10344 -3.78000
H -3.19367 3.87421 -4.86946
H -3.29635 1.40176 -4.71018
H -1.54642 0.17692 -3.50467
H 0.99864 1.17801 -5.09759
H 1.90585 -0.34429 -6.80422
H 2.80185 -2.55859 -6.15158
H 2.78112 -3.22933 -3.76263
H 1.85069 -1.69587 -2.06378
C -6.55542 4.40508 4.93421
C -5.56080 3.33759 4.56164
C -5.24877 2.30802 5.44257
C -4.31538 1.33815 5.10031
C -3.69534 1.40910 3.86455
C -3.99305 2.42990 2.96794
C -4.92730 3.38750 3.32038
S -2.50696 0.19053 3.41166
O -2.36614 -0.71519 4.52674
O -2.96477 -0.44684 2.15958
O -1.24913 0.91704 3.07858
H -7.13594 4.11870 5.81323
H -7.24045 4.60012 4.10867
H -6.04619 5.34621 5.15349
H -5.73896 2.26286 6.40995
H -4.06053 0.53185 5.77486
H -3.49518 2.47958 2.00406
H -5.15837 4.17578 2.60731
C -1.45560 -3.12619 -3.98008
N -1.34113 -3.05593 -2.53370
C -0.47384 -3.87013 -1.88196
C -0.22502 -3.74182 -0.56710
C -0.83564 -2.60835 0.09278
O -0.43986 -2.22517 1.23250
N -1.77116 -1.87121 -0.52219
C -2.07549 -2.05361 -1.83608
O -2.90994 -1.41479 -2.45019
H -1.53215 -4.16738 -4.29886
H -0.58933 -2.66213 -4.45929
H -2.35383 -2.58936 -4.26823
H 0.00323 -4.62634 -2.49538
H 0.46188 -4.38096 -0.03389
C 3.76297 -5.52412 4.55384
C 3.34238 -4.32506 3.74884
C 2.57032 -3.32390 4.31437
C 2.13160 -2.22195 3.58473
C 1.24323 -1.22115 4.26259
C 2.51720 -2.12672 2.23668
C 2.09307 -1.00300 1.39349
O 1.33215 -0.11604 1.73380
C 3.29781 -3.13689 1.64113
C 3.68930 -3.10354 0.18199
C 3.69645 -4.21901 2.40657
H 3.67955 -5.33044 5.62287
H 4.79320 -5.80684 4.33220
H 3.12863 -6.38234 4.32021
H 2.28138 -3.40156 5.35689
H 1.21665 -1.41421 5.33501
H 0.22187 -1.29132 3.88310
H 1.55645 -0.19421 4.08624
H 2.50710 -0.97865 0.37362
H 2.80951 -3.09142 -0.46385
H 4.27209 -3.99128 -0.06324
H 4.29319 -2.22900 -0.06571
H 4.29236 -5.00163 1.94800
```



- Number 1 is which compound?
  C19H43CeP3SSe



- Which value of multiplicity does entry 5 give?
  1



What did the second record say?
C7H14 | wB97M-V/def2-TZVPD

Results
Relative energy (zero: lowest compared OMol25 entry of this formula, charge and spin) in kcal per mole: 62.2
Multiplicity: 1

```
21
C7H14 wB97M-V/def2-TZVPD
C 2.30582 1.16918 2.09582
C 1.18420 0.42016 1.32471
C 0.91092 0.99722 -0.07190
C 0.30227 -0.02713 -1.01275
C -0.86938 -1.11262 -0.48021
C -2.29061 -0.77852 -0.85513
C -2.93194 -1.36716 -1.82310
H 1.69386 1.52349 2.95595
H 3.14776 0.47229 2.41990
H 2.73063 2.03814 1.60169
H 0.16188 0.54293 1.99336
H 1.51384 -0.59942 1.08336
H 1.83440 1.43874 -0.63361
H 0.24485 1.96811 -0.18749
H -0.29083 0.38881 -1.89932
H 1.07625 -0.56076 -1.48993
H -0.58582 -2.22014 -0.71814
H -0.86408 -1.09162 0.57940
H -2.80310 -0.07102 -0.24281
H -2.57541 -2.16547 -2.47069
H -3.89550 -0.96520 -2.16910
```